Record 1
This record from the Open Molecules 2025 dataset describes a 2-piece molecular cluster, C2H9N3 overall in a non-equilibrium geometry. The level of theory is ωB97M-V/def2-TZVPD.

Element x y z (Å)
C  -1.52890  0.29724  0.37826
C  -0.11735  -1.56176  -0.28956
N  -0.17402  -0.19791  0.21376
N  1.39734  1.51034  -0.77157
N  2.18514  1.49569  0.23156
H  1.06017  0.55952  -0.99797
H  2.68817  2.39922  0.26296
H  0.40612  -0.05503  1.07476
H  -1.49618  1.27186  0.86139
H  0.92357  -1.88025  -0.31979
H  -2.15785  -0.37396  0.97711
H  -1.98784  0.37885  -0.60741
H  -0.70145  -2.27980  0.29881
H  -0.49690  -1.56401  -1.31230

The net charge is 0. Its SMILES is [H]/N=N/[H].CNC. For the HOMO energy, the calculation gives -8.29 eV.

Record 2
This record from the Open Molecules 2025 dataset describes a 2-piece molecular cluster, C2H9N3 overall in a non-equilibrium geometry. The level of theory is ωB97M-V/def2-TZVPD.

Element x y z (Å)
C  -1.51507  -2.22447  2.44913
N  -2.54982  -1.97863  1.76807
H  -1.22417  -1.53193  3.22104
H  -0.77186  -3.03651  2.21143
H  -2.85455  -2.54768  0.97355
N  0.74997  0.44388  -1.99182
C  1.58874  1.31685  -1.18676
N  0.76455  1.99272  -0.11050
H  -0.10773  0.90444  -2.26117
H  1.28031  0.06025  -2.76925
H  2.19155  0.68546  -0.54025
H  2.11806  2.08477  -1.77293
H  0.01281  2.60638  -0.38812
H  0.31722  1.22447  0.39757

The net charge is 0. Its SMILES is C=N.NCN. For the HOMO energy, the calculation gives -9.33 eV.

Computed ΔE to the lowest compared entry with this formula, charge and spin (kJ/mol) in order:
270.5, 170.0
Computed E_tot (Ha) in order:
-245.76863, -245.80693